[1]
Here is a molecular structure, C33H47BN4O2OsP2 at a distorted geometry from the OMol25 dataset. Energies are from ωB97M-V with the def2-TZVPD basis set.

Last column: Löwdin spin population.
Element x y z (Å)
Os  -0.534  -1.425  1.929  1.95
P  -1.574  3.064  -0.887  0.00
P  2.469  2.004  -1.113  0.00
O  -1.449  -3.821  3.607  0.04
O  0.828  -3.918  3.153  0.04
N  4.022  2.811  -1.223  0.00
N  -1.706  4.943  -0.707  0.04
N  -2.771  2.911  -2.193  0.00
N  2.432  1.383  -2.885  0.00
C  -4.167  3.378  -3.927  0.01
C  -1.551  -0.628  3.442  0.14
C  -2.038  -6.103  3.715  0.00
C  -1.821  5.612  0.522  0.34
C  -0.240  0.215  -0.447  0.05
C  2.221  0.023  -3.137  0.00
C  -2.913  3.622  -3.387  0.01
C  -1.380  -0.170  0.454  0.22
C  -1.915  -1.495  0.305  -0.01
C  -1.717  5.927  -1.691  0.33
C  2.031  -0.198  -4.494  0.00
C  -1.536  -2.425  -0.827  0.00
C  -0.072  3.109  -2.001  0.00
C  -0.247  -3.292  -0.665  0.01
C  -3.951  2.165  -2.018  0.01
C  4.532  3.616  -0.174  0.00
C  -4.802  2.412  -3.084  0.00
C  -0.998  -5.078  4.134  0.01
C  4.747  3.140  -2.386  0.00
C  1.271  3.437  -1.308  0.00
C  1.533  -5.706  4.525  0.00
C  0.466  -5.243  3.555  0.01
C  1.138  -1.685  0.717  0.06
C  -1.037  -5.012  5.646  0.00
C  2.432  2.008  -4.131  0.00
C  0.569  -2.997  0.539  0.08
C  0.528  -6.186  2.365  0.00
C  0.977  -0.695  -0.423  0.03
C  5.599  4.202  -2.101  0.00
C  -1.913  7.180  -1.117  0.12
C  5.476  4.488  -0.699  0.00
C  -1.939  6.983  0.297  0.12
C  2.255  1.051  -5.141  0.00
B  -0.363  -3.199  2.999  0.21
H  2.483  -5.770  3.982  0.00
H  0.925  -1.268  -1.353  0.00
H  4.648  2.581  -3.294  0.00
H  1.101  -3.846  0.980  0.00
H  -2.026  0.635  0.837  0.02
H  4.220  3.467  0.844  0.00
H  2.023  -1.615  1.361  0.01
H  1.653  -4.995  5.348  0.00
H  6.185  4.728  -2.830  0.00
H  1.313  -6.708  4.922  0.00
H  -2.042  7.758  1.040  0.00
H  -2.023  -4.683  5.989  0.00
H  -2.037  8.107  -1.662  0.00
H  -5.761  1.951  -3.263  0.00
H  0.063  1.247  -0.236  0.00
H  -1.603  5.683  -2.734  0.01
H  -1.825  5.063  1.452  0.01
H  -0.250  3.827  -2.816  0.00
H  2.670  3.058  -4.226  0.00
H  6.004  5.266  -0.172  0.00
H  -0.288  -4.333  6.060  0.00
H  -0.019  2.119  -2.481  0.00
H  -2.957  -1.595  0.620  0.01
H  0.400  -3.198  -1.556  0.00
H  -2.142  -6.148  2.625  0.00
H  -1.461  -1.166  4.396  0.04
H  0.409  -7.226  2.706  0.00
H  2.389  -0.709  -2.364  0.00
H  2.306  1.221  -6.208  0.00
H  -1.494  -1.851  -1.771  0.00
H  -0.868  -6.018  6.034  0.00
H  1.099  3.813  -0.280  0.00
H  -2.111  4.230  -3.776  0.00
H  -2.370  -3.136  -0.950  0.00
H  -0.233  -5.977  1.602  0.00
H  1.516  -6.118  1.893  0.00
H  1.774  -1.147  -4.932  0.00
H  1.780  4.247  -1.873  0.00
H  -1.805  -7.115  4.071  0.00
H  -0.634  0.242  -1.474  0.01
H  -1.044  0.351  3.546  0.01
H  -0.549  -4.352  -0.692  0.00
H  -2.995  -5.807  4.164  0.00
H  -4.571  3.837  -4.817  0.00
H  1.905  -0.087  -0.457  0.00
H  -4.038  1.507  -1.167  0.00
H  -2.609  -0.481  3.171  0.03

Calculated values
**Net charge**: +2
**E_tot**: -2452.655724 Eh
**2S+1**: 5

---

[2]
Here is a molecular structure, C25H16AsN2O7STi at a distorted geometry from the OMol25 dataset. Energies are from ωB97M-V with the def2-TZVPD basis set.

Last column: natural (NBO) charge in e.
Element x y z (Å)
As  0.423  -1.187  0.369  1.08
Ti  0.036  -0.253  -1.960  1.34
S  2.092  -1.135  -2.386  0.00
O  -3.750  6.292  -2.643  -0.34
O  0.152  1.533  -1.667  -0.64
O  1.254  3.612  -0.440  -0.36
O  -1.298  -0.027  -3.341  -0.60
O  0.837  5.509  -1.390  -0.33
O  -5.015  4.628  -3.180  -0.35
O  -2.067  -0.205  -1.333  -0.56
N  -4.006  5.113  -2.719  0.53
N  0.575  4.365  -1.108  0.53
C  3.016  -0.588  1.552  -0.18
C  -1.122  -3.534  -0.152  -0.25
C  0.159  -3.073  0.135  -0.27
C  -0.622  -1.531  3.014  -0.23
C  -2.901  4.172  -2.421  0.02
C  1.235  -3.954  0.210  -0.24
C  -3.126  2.814  -2.599  -0.12
C  4.319  -0.548  -0.915  -0.24
C  -1.285  0.269  4.464  -0.17
C  2.312  -0.850  0.382  -0.42
C  -1.108  -1.087  4.236  -0.18
C  -0.497  0.764  2.248  -0.23
C  -1.704  4.689  -1.966  -0.13
C  1.019  -5.307  -0.002  -0.18
C  -0.316  -0.599  2.026  -0.27
C  -0.673  3.813  -1.666  -0.02
C  2.955  -0.814  -0.857  -0.04
C  4.376  -0.322  1.486  -0.19
C  -0.832  2.446  -1.869  0.40
C  -0.980  1.195  3.473  -0.19
C  5.019  -0.307  0.258  -0.16
C  -0.258  -5.773  -0.287  -0.18
C  -2.073  1.967  -2.321  -0.21
C  -1.326  -4.891  -0.362  -0.19
C  -2.007  0.483  -2.374  0.75
H  -0.255  1.494  1.482  0.23
H  -1.120  2.251  3.654  0.23
H  -1.348  -1.803  5.010  0.23
H  -0.419  -6.829  -0.452  0.23
H  -1.570  5.753  -1.834  0.30
H  -0.491  -2.594  2.844  0.23
H  2.235  -3.595  0.425  0.23
H  -1.664  0.609  5.418  0.23
H  4.931  -0.125  2.393  0.24
H  6.078  -0.096  0.206  0.24
H  -2.320  -5.254  -0.585  0.23
H  4.826  -0.518  -1.870  0.24
H  -1.963  -2.850  -0.212  0.23
H  1.848  -5.999  0.056  0.23
H  -4.089  2.462  -2.939  0.28
H  2.509  -0.587  2.510  0.24

Calculated values
**Net charge**: +1
**E_tot**: -5081.553236 Eh

---

[3]
Here is 2 unconnected molecules or ions with the total composition C6H10N3 at a distorted geometry from the OMol25 dataset. Energies are from ωB97M-V with the def2-TZVPD basis set.

Last column: natural (NBO) charge in e.
Element x y z (Å)
N  2.929  -1.065  0.110  -0.49
N  1.163  0.273  0.532  -0.31
N  -0.718  1.686  0.383  -0.76
C  1.932  -0.882  0.984  0.17
C  2.758  -0.137  -0.939  -0.01
C  -2.656  -0.414  -0.802  -0.50
C  -2.013  -1.139  0.024  -0.10
C  1.662  0.583  -0.733  -0.09
C  0.011  0.763  1.065  0.22
H  3.554  -0.035  -1.665  0.26
H  -0.608  1.662  -0.658  0.40
H  -2.618  0.745  -0.751  0.17
H  1.794  -1.144  1.989  0.23
H  -1.673  1.739  0.696  0.42
H  -1.551  -1.360  0.942  0.20
H  3.732  -1.641  0.383  0.46
H  -3.195  -0.576  -1.697  0.24
H  1.191  1.322  -1.266  0.23
H  -0.277  0.386  2.083  0.23

Calculated values
**Net charge**: +1
**E_tot**: -398.457116 Eh

---

[4]
Here is a molecular structure, C26H37AsN4Pt from the OMol25 dataset. Energies are from ωB97M-V with the def2-TZVPD basis set.

Last column: natural (NBO) charge in e.
Element x y z (Å)
Pt  -0.769  0.554  0.916  0.60
As  0.195  -0.845  -0.734  1.16
N  -1.739  2.022  2.225  -0.83
N  -0.764  2.070  -0.488  -0.77
N  1.100  1.692  3.411  -0.89
N  -1.106  -0.998  2.303  -0.77
C  -0.881  -0.983  -2.315  -0.37
C  -0.253  -0.321  -3.377  0.01
C  -2.641  3.928  0.839  -0.43
C  1.485  0.158  -1.734  -0.40
C  2.067  -0.537  2.660  -0.41
C  -0.278  -1.224  3.533  -0.22
C  -2.706  -1.610  -3.722  -0.19
C  3.039  1.586  -3.499  -0.17
C  1.148  -1.630  3.207  -0.43
C  3.456  1.432  -2.181  -0.18
C  1.842  1.039  -3.939  -0.20
C  -0.878  -0.308  -4.619  -0.20
C  -2.099  -1.624  -2.474  -0.20
C  0.914  -2.581  -0.360  -0.39
C  1.874  -5.145  0.045  -0.17
C  -2.173  2.211  -0.998  -0.23
C  -2.949  2.838  1.871  -0.23
C  1.049  0.313  -3.056  0.01
C  -2.762  3.564  -0.651  -0.43
C  0.034  -3.606  -0.015  -0.18
C  2.747  -4.123  -0.298  -0.18
C  2.272  -2.834  -0.506  -0.20
C  -2.096  -0.951  -4.784  -0.17
C  0.516  -4.889  0.187  -0.21
C  2.206  0.707  3.536  -0.23
C  2.671  0.720  -1.285  -0.22
H  3.066  -0.971  2.567  0.24
H  -0.094  1.996  -1.252  0.43
H  1.494  2.599  3.192  0.38
H  -0.419  0.192  -5.461  0.23
H  -2.772  1.439  -0.519  0.20
H  -3.817  3.527  -0.928  0.24
H  -3.651  -2.115  -3.870  0.24
H  1.593  -2.018  4.127  0.24
H  -2.577  -2.137  -1.648  0.22
H  -0.997  2.667  2.492  0.41
H  -1.086  -1.860  1.762  0.41
H  -1.034  -3.422  0.071  0.20
H  2.959  -2.045  -0.784  0.23
H  1.770  -0.240  1.650  0.19
H  -3.313  4.765  1.025  0.26
H  0.666  1.814  4.320  0.37
H  -2.181  1.998  -2.066  0.24
H  -2.313  4.360  -1.248  0.23
H  2.307  0.406  4.582  0.20
H  -0.164  -5.689  0.445  0.24
H  1.113  -2.477  2.514  0.22
H  -1.930  1.509  3.082  0.40
H  -0.771  -2.014  4.102  0.22
H  -2.574  -0.945  -5.754  0.24
H  -0.512  2.923  0.005  0.40
H  -0.306  -0.319  4.138  0.20
H  -3.740  2.164  1.539  0.21
H  1.536  1.179  -4.967  0.23
H  3.144  1.198  3.275  0.21
H  2.988  0.603  -0.255  0.22
H  2.251  -6.148  0.191  0.24
H  3.803  -4.327  -0.413  0.24
H  4.393  1.864  -1.857  0.24
H  -3.290  3.319  2.787  0.22
H  -1.645  4.332  1.064  0.19
H  3.657  2.141  -4.193  0.24
H  -2.077  -0.892  2.589  0.40

Calculated values
**Net charge**: +2
**E_tot**: -3586.611291 Eh